(1)
# C6H9O6PTi

A molecular structure, C6H9O6PTi in a non-equilibrium geometry (ωB97M-V with the def2-TZVPD basis set, OMol25).

```
23
Properties=species:S:1:pos:R:3:forces:R:3:mulliken_charge:R:1
O -0.2408 4.5232 -2.6353 -0.219 -5.312 -2.329 -0.13
C -0.2788 3.4395 -3.0777 0.263 5.054 2.464 0.13
Ti 0.1508 -0.1626 -1.8961 -0.780 2.333 -3.439 0.34
C 1.6830 -1.3837 -2.5659 5.966 -9.323 -1.250 0.46
C -1.4943 -1.4990 -1.8825 -6.129 -9.807 2.792 0.49
O 2.3144 -2.4078 -2.6910 -4.604 8.023 0.628 -0.10
O -2.1324 -2.5038 -1.5634 5.308 8.847 -2.882 -0.14
C 1.5988 -2.1242 0.7687 0.519 -1.093 0.740 -0.62
O 0.8854 -0.9628 1.2908 -1.013 0.792 -2.379 -0.33
P 0.1471 0.0962 0.3274 0.411 1.878 8.009 1.38
O -1.2252 0.4802 1.1944 2.506 -1.005 -1.976 -0.44
C -2.1152 -0.6168 1.5400 -1.436 -1.265 -0.728 -0.57
O 1.0821 1.4513 0.5239 -1.544 -3.031 -1.369 -0.39
C 0.4409 2.6828 0.8624 -0.123 1.893 0.375 -0.58
H 2.1778 -2.0382 -0.1955 -0.577 0.624 1.175 0.26
H 0.9119 -3.0044 0.6606 0.514 0.841 0.344 0.31
H 2.2888 -2.2453 1.6261 -0.058 -0.694 -0.959 0.27
H -1.7289 -1.6868 1.3663 -0.074 1.729 0.136 0.27
H -2.3506 -0.5378 2.6098 0.068 0.139 -0.455 0.26
H -3.0436 -0.4769 0.8998 1.007 -0.227 1.047 0.29
H -0.4328 2.9021 0.1985 0.743 -0.110 0.554 0.32
H 0.1109 2.6342 1.9207 0.230 0.187 -0.741 0.29
H 1.2510 3.4406 0.7180 -0.978 -0.475 0.243 0.23
```
Forces are in eV/Å.

Output
* 2S+1: 3
* total charge: +2
* gap between HOMO and LUMO (alpha / beta): 0.2703 / 0.2834 hartree
* energy: -51035.434 eV
* HOMO (alpha / beta): -18.31 / -18.31 eV
* F_max: 11.90 eV/A



(2)
# CH4P2S3

A single CH4P2S3 molecule in a non-equilibrium geometry (ωB97M-V with the def2-TZVPD basis set, OMol25).

```
10
Properties=species:S:1:pos:R:3:forces:R:3:mulliken_charge:R:1
C 1.3253 -0.8049 -0.5994 0.603 5.180 -2.040 -0.45
S 1.5541 0.1088 0.9689 0.265 -0.455 -0.202 -0.08
P -0.3743 -0.3520 1.6992 0.068 -0.218 -0.155 0.05
S -1.5608 1.2617 1.0942 -1.055 -0.623 -2.590 -0.16
P -2.1977 0.2593 -0.9335 0.282 1.916 1.079 0.25
S -2.4665 1.7159 -2.1621 0.037 -0.885 0.566 -0.18
H 1.4223 -1.8076 -0.5421 -0.378 -3.296 0.544 0.33
H 2.1881 -0.4965 -1.3584 -1.963 -0.210 1.593 0.27
H 0.3206 -0.3583 -0.9459 1.642 -1.324 -0.192 -0.08
H -0.2112 0.4738 2.7790 0.499 -0.085 1.395 0.05
```
Forces are in eV/Å.

Output
* SMILES: CS[PH]#S#P=S
* total charge: 0
* gap between HOMO and LUMO: 0.2675 hartree
* energy: -52184.965 eV
* HOMO: -9.00 eV
* F_max: 5.60 eV/A
* energy relative to the best compared isomer or geometry (same formula, charge and spin): 27.22 kcal per mole



(3)
# C13H18F5I2IrOP2

A molecular structure, C13H18F5I2IrOP2 in a non-equilibrium geometry (ωB97M-V with the def2-TZVPD basis set, OMol25).

```
42
Properties=species:S:1:pos:R:3:forces:R:3:mulliken_charge:R:1
I -2.3877 0.9059 -0.8440 -1.749 0.497 -0.529 -0.09
I 0.0742 1.4425 -2.5480 0.562 0.708 -0.191 0.16
Ir -0.4424 -0.6339 0.7666 1.887 -1.808 1.527 0.52
P -0.7443 -2.2700 -0.7171 -0.474 -1.924 -2.118 0.57
C -1.2398 -3.7460 0.2398 0.111 0.209 0.074 -1.27
C -1.9243 -2.2282 -2.1226 -0.084 -0.207 0.272 -1.15
H -2.0312 -3.2443 -2.5303 0.092 0.309 0.063 0.46
H 0.7945 -3.5476 -2.0716 0.172 0.260 0.038 0.41
H -1.5637 -1.5590 -2.9065 -0.055 -0.043 0.033 0.35
H 1.1030 -1.7709 -2.1753 0.020 -0.325 0.114 0.25
H -1.8296 -3.3940 1.0980 0.040 -0.351 -0.180 0.38
H -2.9052 -1.8735 -1.7787 0.275 -0.212 -0.154 0.38
C 0.8598 -2.6083 -1.5056 -0.071 -0.216 -0.052 -1.06
H -1.8351 -4.4213 -0.3837 0.105 0.087 0.205 0.41
H 1.6299 -2.6768 -0.7293 -0.109 -0.072 -0.288 0.31
H -0.3435 -4.2609 0.6075 -0.232 0.105 -0.037 0.37
P -0.5026 3.7134 -1.8350 0.318 0.298 -0.352 0.59
C -0.6647 3.8161 -0.0172 -0.330 0.269 0.164 -0.93
C 0.8878 4.7626 -2.2972 0.364 -0.159 0.134 -1.10
H -1.8067 3.9559 -3.9529 0.303 0.204 1.135 0.38
H -1.8033 5.4201 -2.8613 -0.328 -1.197 0.073 0.39
H -2.8558 3.9248 -2.4890 0.622 0.423 -0.179 0.34
C -1.8807 4.2903 -2.8801 -0.520 0.305 -0.101 -0.96
H 1.2386 4.4807 -3.3049 -0.076 0.228 0.421 0.39
H 0.5181 5.8043 -2.3082 0.221 -0.402 0.034 0.43
H -0.7722 4.9013 0.2329 0.117 -0.736 -0.217 0.42
H 0.2421 3.4121 0.4767 -0.318 0.295 -0.503 0.33
H 1.7007 4.6569 -1.5510 -0.367 0.080 -0.524 0.36
H -1.5340 3.2580 0.3679 0.375 0.461 -0.313 0.32
C -0.9235 0.6784 1.9674 -2.350 5.038 3.922 0.46
O -1.2744 1.4552 2.7643 1.170 -2.223 -1.968 -0.43
F -0.7819 -1.7755 3.7890 0.855 0.165 -0.380 -0.26
C 0.5191 -1.8223 3.4267 0.112 -1.389 0.915 0.44
C 0.9026 -1.3886 2.1449 0.593 0.757 -0.957 -0.72
C 2.2815 -1.4444 1.8226 0.940 -0.401 0.463 0.35
F 2.7600 -0.8843 0.6522 -0.874 -0.853 1.550 -0.30
C 3.1897 -2.0889 2.6785 0.821 0.991 -2.096 0.42
F 4.4752 -2.2126 2.2778 -1.223 0.042 0.765 -0.25
C 2.7654 -2.5441 3.9233 1.045 -0.926 1.221 0.40
F 3.6621 -3.0799 4.7784 -1.397 0.752 -1.334 -0.22
C 1.4133 -2.4663 4.2877 -1.073 0.300 1.170 0.40
F 1.0291 -2.9368 5.5072 0.511 0.658 -1.820 -0.25
```
Forces are in eV/Å.

Output
* 2S+1: 5
* total charge: +2
* gap between HOMO and LUMO (alpha / beta): 0.1750 / 0.2155 hartree
* energy: -67006.175 eV
* HOMO (alpha / beta): -12.21 / -15.14 eV
* F_max: 6.80 eV/A
* energy relative to the best compared isomer or geometry (same formula, charge and spin): 7.90 kcal per mole



(4)
# C21H43NO12

6 unconnected molecules or ions with the total composition C21H43NO12 in a non-equilibrium geometry (ωB97M-V with the def2-TZVPD basis set, OMol25).

```
77
Properties=species:S:1:pos:R:3:forces:R:3:mulliken_charge:R:1
C 0.3393 -1.4966 -0.1701 0.633 -0.033 0.166 -0.72
N -0.4450 -2.7209 -0.5608 -1.084 -0.305 -0.109 0.86
O -1.0945 -3.3226 0.2836 0.806 0.733 -0.097 -0.52
O -0.4566 -3.0247 -1.7433 0.420 0.372 0.407 -0.51
H -0.3010 -0.6684 0.1333 -0.386 -0.330 -0.361 0.27
H 0.9717 -1.2380 -1.0194 -0.260 -0.003 0.120 0.32
H 0.9605 -1.6997 0.7023 -0.117 -0.419 -0.112 0.30
C -9.9339 -3.4707 5.6029 1.019 -0.931 1.802 -1.14
C -9.4656 -2.5425 4.5338 -2.644 -0.647 -0.601 -0.18
O -8.0787 -2.4972 4.2894 0.394 -0.107 -0.507 -0.36
C -7.5275 -3.5779 3.6397 0.002 -1.115 1.201 0.72
C -6.0456 -3.4942 3.4751 0.258 0.931 0.285 -0.96
O -8.0960 -4.6120 3.3894 -0.743 0.890 -0.182 -0.54
H -9.4175 -4.4281 5.5346 -0.390 -0.200 -0.209 0.33
H -11.0142 -3.6074 5.6511 0.030 -0.002 -0.538 0.35
H -9.6778 -3.1133 6.6003 0.166 0.270 0.130 0.29
H -10.0431 -2.8805 3.6733 0.622 0.029 -0.703 0.27
H -9.9769 -1.6117 4.7794 1.283 0.823 -0.236 0.37
H -5.6218 -2.8903 4.2775 0.024 0.094 -0.072 0.31
H -5.8272 -2.9887 2.5345 0.203 -0.174 -0.066 0.24
H -5.6074 -4.4908 3.5284 -0.220 0.136 -0.312 0.31
C -2.5629 1.2780 -4.3218 -1.413 -0.084 1.188 -1.08
C -3.7449 0.6996 -3.4364 0.960 -0.217 -0.538 -0.24
O -4.7992 0.2003 -4.2808 0.519 0.255 -0.416 -0.27
C -5.8006 -0.4992 -3.7679 -1.055 -0.502 3.296 0.74
C -6.7773 -0.9129 -4.7973 -1.040 -0.801 -0.998 -1.02
O -6.0118 -0.7313 -2.5561 1.287 0.834 -2.960 -0.59
H -2.2579 0.6588 -5.1654 -0.337 -0.049 0.104 0.31
H -1.6975 1.4167 -3.6737 -0.008 -0.058 0.066 0.35
H -2.8814 2.2728 -4.6333 0.179 -0.096 -0.411 0.30
H -3.4138 -0.1341 -2.8172 0.072 0.083 0.065 0.30
H -4.1573 1.4761 -2.7921 0.082 -0.009 0.009 0.28
H -7.3967 -1.7395 -4.4491 0.148 0.131 0.355 0.33
H -6.3854 -1.2449 -5.7587 0.497 0.271 0.121 0.33
H -7.4710 -0.1034 -5.0248 0.119 0.237 0.127 0.26
C 1.4184 2.6709 3.7987 -0.171 -0.776 0.996 -1.05
C 0.9996 2.4247 5.3062 0.216 0.448 -2.050 -0.23
O 2.1739 2.0559 6.0862 -0.869 0.539 0.321 -0.38
C 2.6050 0.8027 6.0582 0.798 -2.239 -1.757 0.75
C 3.9749 0.5475 6.6922 -0.364 1.346 0.367 -0.85
O 2.0973 -0.0984 5.4057 -0.297 1.108 0.775 -0.59
H 2.3303 3.2638 3.7278 -0.192 0.175 0.033 0.27
H 0.6088 3.0960 3.2054 -0.032 0.400 0.328 0.38
H 1.6044 1.7141 3.3107 0.226 -0.129 0.220 0.28
H 0.5744 3.3376 5.7232 0.564 0.003 0.295 0.34
H 0.1714 1.7162 5.2850 0.507 -0.549 0.486 0.28
H 4.4682 1.5101 6.8271 0.139 0.004 0.010 0.29
H 4.5892 -0.0709 6.0378 -0.349 -0.094 0.098 0.23
H 3.8927 0.1196 7.6914 -0.134 -0.244 -0.163 0.28
C 7.9189 2.6790 4.0137 0.055 -0.245 0.680 -1.17
C 6.9406 2.1577 2.9661 0.584 0.448 -0.287 -0.11
O 6.7615 0.7507 3.1384 0.119 -0.356 0.769 -0.28
C 5.9318 0.0636 2.3484 -1.163 -0.355 -1.809 0.69
C 5.9642 -1.4514 2.7087 1.011 1.613 -0.097 -0.89
O 5.3577 0.5376 1.3730 0.697 -0.444 1.685 -0.60
H 8.3228 3.6710 3.8117 -0.503 0.143 -0.329 0.38
H 8.8221 2.0812 4.1367 -0.164 -0.438 -0.316 0.32
H 7.4545 2.7081 4.9993 -0.071 0.050 0.030 0.26
H 5.9662 2.6383 3.0542 0.074 0.105 -0.180 0.25
H 7.3767 2.3377 1.9835 -0.354 -0.024 -0.192 0.29
H 5.0526 -1.9614 3.0199 -0.063 0.532 -0.132 0.29
H 6.7291 -1.4533 3.4852 -0.171 -0.736 0.098 0.28
H 6.3699 -1.9013 1.8025 -0.112 -0.294 0.106 0.28
C 2.8857 0.1818 -7.0150 0.796 -0.527 0.030 -1.20
C 3.4140 1.5558 -7.3891 -0.015 -0.486 0.314 -0.14
O 3.7120 1.5610 -8.7871 0.542 0.274 -0.571 -0.28
C 4.5703 2.4975 -9.2240 0.672 3.189 0.320 0.70
C 5.0022 2.2641 -10.7024 -0.421 0.779 0.816 -0.96
O 4.9197 3.5239 -8.5746 -1.114 -3.787 -1.765 -0.58
H 2.6862 0.1418 -5.9442 -0.509 0.201 -0.070 0.37
H 3.6495 -0.5869 -7.1332 0.297 0.102 -0.238 0.32
H 2.0582 -0.1768 -7.6271 -0.272 0.430 0.226 0.32
H 2.6615 2.3040 -7.1400 0.237 0.278 -0.170 0.26
H 4.3659 1.7651 -6.9010 -0.301 0.161 0.423 0.31
H 5.8471 1.5781 -10.7619 -0.190 -0.089 0.021 0.26
H 5.2943 3.2278 -11.1198 0.287 -0.012 0.316 0.31
H 4.1725 1.9547 -11.3380 -0.010 -0.512 0.349 0.31
```
Forces are in eV/Å.

Output
* SMILES: C[N+](=O)[O-].CCOC(C)=O.CCOC(C)=O.CCOC(C)=O.CCOC(C)=O.CCOC(C)=O
* total charge: 0
* gap between HOMO and LUMO: 0.3812 hartree
* energy: -48531.083 eV
* HOMO: -10.16 eV
* F_max: 4.32 eV/A
* energy relative to the best compared isomer or geometry (same formula, charge and spin): 43.32 kcal per mole



(5)
# C30H48AgFN5O3Si2Te

A molecular structure, C30H48AgFN5O3Si2Te in a non-equilibrium geometry (ωB97M-V with the def2-TZVPD basis set, OMol25).

```
91
Properties=species:S:1:pos:R:3:forces:R:3:mulliken_charge:R:1
Ag -1.8401 -0.5588 -0.3302 -0.114 0.236 -0.086 0.36
F 5.0337 -2.7273 0.5443 0.785 -1.570 0.136 -0.33
C 4.5885 -1.4977 0.4974 -0.893 2.265 -0.342 0.32
C 3.2475 -1.2515 0.3363 0.691 -0.870 0.770 -0.92
C 2.7575 0.0318 0.2681 -2.083 -0.155 -1.030 1.19
C 1.3444 0.2539 -0.1712 -0.483 0.629 0.949 0.40
O 0.5855 -0.7286 -0.0777 0.337 1.148 -0.606 -0.58
C 1.0427 1.6809 -0.5262 0.491 -1.195 0.932 -0.34
C 1.8986 2.7020 -0.1696 -0.663 -3.142 -0.667 -0.48
N 3.1366 2.4047 0.2343 1.482 1.251 0.712 0.27
C 4.1306 3.4500 0.4748 1.355 -0.154 0.683 -0.21
C 4.1099 4.7274 -0.3057 0.127 -1.476 0.136 -1.04
C 5.2071 3.7246 -0.6402 -0.877 0.662 1.914 -0.52
C 3.5672 1.0901 0.4114 2.516 2.302 -0.793 0.07
C 4.9606 0.8692 0.5093 1.311 0.090 0.574 -0.05
C 5.4886 -0.4016 0.5540 -0.632 -0.775 0.434 -1.66
N 6.9063 -0.5996 0.6638 1.356 0.149 -1.117 0.32
C 7.4155 -1.5155 1.6600 -0.278 1.355 1.693 -0.47
C 8.9329 -1.2521 1.9964 -0.766 -0.907 -0.814 -0.88
N 9.5477 -0.6585 0.7117 -0.631 0.279 1.661 -0.12
C 8.9546 -1.3004 -0.4765 1.352 -1.123 -0.607 -0.76
C 7.5484 -0.8691 -0.6464 -2.150 -0.487 0.475 -0.53
C -0.2095 2.1739 -1.1464 -1.928 0.732 -0.989 0.41
O -0.3033 3.4104 -1.3558 0.398 -0.731 0.306 -0.72
O -1.1141 1.3423 -1.4641 0.496 -0.203 0.302 -0.72
H 2.5215 -2.0339 0.3750 -0.223 -0.594 -0.353 0.62
H 1.4680 3.6606 -0.3342 0.341 1.036 0.027 0.86
H 4.4968 3.4013 1.5479 -0.406 0.442 -1.477 0.49
H 4.2533 5.6705 0.1678 0.354 0.370 0.295 0.30
H 3.3288 4.6987 -1.0174 -0.667 0.448 -0.748 0.32
H 6.2429 3.9273 -0.3189 -0.704 -0.195 -0.254 0.33
H 5.0331 3.1650 -1.5333 0.212 -0.193 -0.477 0.27
H 5.7347 1.6592 0.5569 -0.987 -0.424 -0.011 0.41
H 7.2987 -2.5569 1.4419 -0.267 -0.717 -0.253 0.44
H 6.8086 -1.2408 2.5379 0.446 -0.685 0.080 0.48
H 9.3926 -2.2312 2.2263 0.087 0.575 -0.392 0.35
H 9.1218 -0.6006 2.8447 -0.084 0.358 -0.264 0.42
H 10.5689 -0.6373 0.7931 -0.305 0.094 -0.404 0.34
H 9.1337 0.2682 0.6765 0.530 0.706 0.265 0.38
H 9.0294 -2.3739 -0.2760 -0.002 0.128 -0.349 0.37
H 9.5232 -1.0449 -1.3749 0.144 -0.157 0.260 0.38
H 7.0430 -1.6961 -1.1606 -0.060 -0.021 -0.081 0.37
H 7.3746 -0.0040 -1.2527 0.390 0.634 -0.469 0.46
C -8.3364 -0.0468 -0.2738 -0.689 -0.484 0.010 -1.09
Si -7.0503 -1.3506 -0.1866 -0.787 -0.563 -0.016 0.26
C -6.6603 -1.7639 1.5919 1.572 0.494 -0.821 -0.86
C -7.9370 -2.8088 -1.0029 0.086 0.423 -0.245 -1.04
C -5.5039 -0.8346 -1.0488 0.252 0.281 -0.814 -0.92
Te -4.4214 0.5923 0.1414 0.434 -0.136 -0.294 -0.03
C -4.1088 2.1307 -1.3106 -1.150 0.544 0.565 -1.11
Si -3.8468 3.7764 -0.3437 0.110 0.159 -0.083 0.43
C -3.3550 5.0622 -1.6172 -0.010 0.798 0.955 -0.99
C -2.5721 3.5911 1.0457 0.124 1.283 -0.459 -0.75
C -5.4608 4.3145 0.4752 -0.246 0.312 0.119 -1.12
H -9.2160 -0.4668 0.2308 0.118 0.286 0.255 0.29
H -8.6774 0.0743 -1.2863 0.001 0.181 -0.691 0.35
H -8.0871 0.9106 0.1184 0.137 0.778 0.465 0.35
H -7.5307 -2.1382 2.0774 -0.444 -0.415 0.666 0.45
H -6.2206 -0.8919 2.1043 -0.468 -0.263 0.017 0.31
H -5.8367 -2.4980 1.5309 -0.480 -0.160 0.396 0.03
H -8.8864 -2.9265 -0.4895 -0.303 0.102 0.126 0.31
H -7.4446 -3.7627 -0.8745 0.331 -0.285 -0.320 0.29
H -8.1800 -2.5998 -2.0673 0.326 -0.280 0.574 0.32
H -5.7781 -0.3182 -1.9931 0.256 -0.252 0.477 0.51
H -4.8434 -1.6666 -1.2997 -0.002 0.104 -0.054 0.59
H -5.0837 2.2369 -1.8275 0.349 -0.055 0.246 0.52
H -3.3552 1.8672 -2.0280 0.538 -0.112 -0.021 0.64
H -2.4042 4.7955 -2.0577 0.182 -0.239 -0.294 0.26
H -3.1749 6.0363 -1.0966 -0.252 -0.603 -0.334 0.27
H -4.1247 5.2261 -2.3718 0.065 -0.062 -0.074 0.34
H -1.5509 3.6676 0.5953 -0.769 -0.405 0.647 -0.05
H -2.8230 2.6660 1.5099 0.434 -1.236 0.313 0.30
H -2.6937 4.2949 1.9010 0.072 0.006 -0.879 0.42
H -6.2965 4.3914 -0.2224 0.092 0.188 -0.249 0.33
H -5.2696 5.3237 0.8877 -0.123 -0.297 -0.239 0.26
H -5.8800 3.7372 1.3029 0.444 -0.260 0.034 0.38
C -4.3439 -5.4213 0.8808 -0.016 1.671 -0.895 -1.20
C -3.1693 -4.7095 0.2868 0.269 0.089 0.141 0.75
C -1.9434 -5.1740 -0.1112 -0.998 0.562 -0.034 -1.01
C -1.2142 -4.0188 -0.4332 2.949 -0.150 -0.257 0.15
N -1.8615 -2.9122 -0.1529 -1.161 -0.309 -0.598 -0.44
N -3.0981 -3.3657 0.1838 -0.193 -0.146 0.557 0.54
C 0.2583 -3.9647 -0.8441 0.034 -0.086 -0.181 -0.58
H -4.7904 -4.7106 1.5924 -0.165 -0.796 0.083 0.28
H -4.0368 -6.3511 1.2733 0.373 -0.799 0.999 0.40
H -5.0564 -5.6863 0.1127 -0.437 0.220 -0.249 0.23
H -1.7213 -6.2052 -0.0718 0.717 -0.701 -0.334 0.42
H -3.7332 -2.7404 0.6210 -0.419 0.603 0.177 0.20
H 0.6943 -2.9565 -0.7938 -0.407 -0.269 0.572 -0.20
H 0.4992 -4.2463 -1.8762 -0.705 -0.262 -0.006 0.34
H 0.8160 -4.6902 -0.2338 -0.036 0.422 0.026 0.31
```
Forces are in eV/Å.

Output
* total charge: +1
* gap between HOMO and LUMO: 0.2153 hartree
* energy: -75240.531 eV
* HOMO: -9.04 eV
* F_max: 3.50 eV/A
* energy relative to the best compared isomer or geometry (same formula, charge and spin): 31.28 kcal per mole



(6)
# C2H4OS2

A single C2H4OS2 molecule in a non-equilibrium geometry (ωB97M-V with the def2-TZVPD basis set, OMol25).

```
9
Properties=species:S:1:pos:R:3:forces:R:3:mulliken_charge:R:1
O 1.0471 0.0764 -1.4595 0.315 -0.257 -1.296 -0.39
C 0.7393 0.2182 -0.2171 -1.024 1.399 2.500 0.46
S 1.0716 1.5065 0.7805 0.161 -0.554 -1.085 -0.27
C -0.0387 -0.8996 0.3447 -0.883 -1.963 -1.047 -0.77
S -1.8258 -1.1651 -0.0997 0.609 0.297 -0.238 -0.18
H 1.5123 0.8684 -1.7343 0.353 0.457 -0.343 0.36
H 0.0577 -0.9002 1.4023 0.085 -0.186 0.717 0.42
H 0.3066 -1.8524 -0.1172 0.290 0.503 0.596 0.25
H -2.3900 -0.1016 0.4679 0.093 0.304 0.197 0.13
```
Forces are in eV/Å.

Output
* SMILES: OC(=S)CS
* total charge: 0
* gap between HOMO and LUMO: 0.3326 hartree
* energy: -25856.263 eV
* HOMO: -9.11 eV
* F_max: 3.04 eV/A
* energy relative to the best compared isomer or geometry (same formula, charge and spin): 5.37 kcal per mole